{
  "formula": "C11H10ClMgNS",
  "method": "ωB97M-V with the def2-TZVPD basis set",
  "total_charge": -2,
  "homo_energy_ev": [-0.27, 0.85],
  "homo_lumo_gap_ha": [0.19697, 0.15995],
  "de_lowest_kcal_mol": 203.4,
  "elements": ["C", "C", "C", "H", "C", "C", "H", "H", "H", "H", "Mg", "Cl", "C", "C", "C", "H", "C", "C", "H", "H", "H", "H", "S", "C", "N"],
  "positions_angstrom": [[0.934, -2.024, 2.399], [0.959, -2.023, 1.019], [-0.397, -2.012, 0.514], [1.856, -2.095, 0.420], [-1.291, -1.940, 1.584], [-0.514, -2.044, 2.798], [-0.911, -1.974, 3.840], [1.734, -1.976, 3.120], [-0.674, -2.037, -0.533], [-2.365, -1.912, 1.583], [-0.003, -0.027, 1.370], [0.905, 1.540, 3.190], [0.110, 2.933, -3.149], [-1.130, 2.288, -3.495], [-0.817, 1.044, -4.148], [-2.118, 2.671, -3.305], [0.616, 0.920, -4.206], [1.189, 2.088, -3.589], [2.240, 2.295, -3.481], [0.212, 3.883, -2.654], [-1.530, 0.333, -4.532], [1.164, 0.100, -4.641], [-0.159, 0.008, 3.895], [-0.015, -0.049, 5.395], [0.006, 0.010, 6.606]],
  "lowdin_charge": [-0.241, -0.263, -0.285, 0.095, -0.248, -0.327, 0.058, 0.091, 0.096, 0.088, 0.446, 0.072, -0.225, -0.227, -0.232, 0.032, -0.233, -0.229, 0.031, 0.034, 0.029, 0.029, 0.365, -0.913, -0.043]
}

=====

{
  "formula": "C23H56N18O7",
  "method": "ωB97M-V with the def2-TZVPD basis set",
  "homo_energy_ev": -10.05,
  "smiles": "NC(N)=O.NC(N)=O.NC(N)=O.NC(N)=O.NC(N)=O.NC(N)=O.NC(N)=O.CCCC#N.CCCC#N.CCCC#N.CCCC#N",
  "homo_lumo_gap_ha": 0.37016,
  "elements": ["N", "C", "N", "O", "H", "H", "H", "H", "N", "C", "N", "O", "H", "H", "H", "H", "N", "C", "N", "O", "H", "H", "H", "H", "N", "C", "N", "O", "H", "H", "H", "H", "N", "C", "N", "O", "H", "H", "H", "H", "N", "C", "N", "O", "H", "H", "H", "H", "N", "C", "N", "O", "H", "H", "H", "H", "C", "C", "C", "C", "N", "H", "H", "H", "H", "H", "H", "H", "C", "C", "C", "C", "N", "H", "H", "H", "H", "H", "H", "H", "C", "C", "C", "C", "N", "H", "H", "H", "H", "H", "H", "H", "C", "C", "C", "C", "N", "H", "H", "H", "H", "H", "H", "H"],
  "positions_angstrom": [[-4.035, -3.981, -0.261], [-3.709, -3.053, 0.724], [-2.908, -2.085, 0.218], [-4.186, -3.131, 1.844], [-3.265, -4.229, -0.864], [-4.440, -4.803, 0.099], [-2.660, -1.342, 0.835], [-2.931, -1.990, -0.790], [-4.789, -0.793, -2.476], [-3.559, -0.443, -3.022], [-3.533, 0.110, -4.210], [-2.486, -0.715, -2.491], [-4.915, -1.311, -1.637], [-5.669, -0.743, -2.982], [-2.639, 0.460, -4.581], [-4.379, 0.578, -4.585], [0.096, 3.156, -3.375], [-1.097, 2.429, -3.634], [-1.984, 2.520, -2.576], [-1.300, 1.958, -4.746], [0.380, 3.538, -2.471], [0.814, 3.020, -4.093], [-1.440, 2.559, -1.734], [-2.652, 1.768, -2.622], [3.312, -2.904, 1.353], [2.089, -3.395, 0.958], [1.972, -4.794, 0.961], [1.191, -2.611, 0.640], [4.074, -3.475, 1.698], [3.298, -1.978, 1.684], [1.150, -5.200, 0.515], [2.866, -5.265, 0.727], [2.136, 0.762, 4.497], [3.040, 0.362, 3.538], [4.350, 0.989, 3.619], [2.820, -0.304, 2.557], [2.638, 1.063, 5.306], [1.317, 0.227, 4.518], [4.746, 1.183, 2.711], [4.327, 1.958, 4.010], [3.451, 4.129, 1.684], [2.500, 4.149, 2.664], [1.269, 4.129, 2.133], [2.848, 4.231, 3.844], [4.397, 3.895, 1.965], [3.127, 3.762, 0.818], [0.572, 4.241, 2.872], [0.978, 4.034, 1.138], [0.586, 0.910, 1.399], [-0.310, 1.050, 0.420], [-0.600, -0.125, -0.198], [-0.696, 2.124, -0.082], [0.934, -0.007, 1.559], [1.259, 1.562, 1.613], [-1.084, -0.088, -1.107], [0.084, -0.824, -0.112], [1.300, -0.379, -2.732], [0.516, -1.663, -3.106], [1.166, -2.976, -2.878], [2.538, -2.949, -3.389], [3.612, -2.998, -3.753], [1.523, -0.438, -1.648], [0.765, 0.607, -2.815], [2.241, -0.322, -3.267], [0.185, -1.643, -4.163], [-0.345, -1.673, -2.458], [0.519, -3.671, -3.387], [1.261, -3.133, -1.761], [-4.066, 4.127, 1.495], [-4.858, 4.483, 0.221], [-4.028, 5.251, -0.869], [-4.893, 6.017, -1.726], [-5.619, 6.628, -2.364], [-3.652, 4.979, 1.961], [-3.345, 3.372, 1.183], [-4.792, 3.723, 2.229], [-5.712, 5.139, 0.484], [-5.290, 3.596, -0.176], [-3.364, 4.684, -1.478], [-3.382, 6.010, -0.394], [-2.113, -5.450, 2.958], [-1.823, -4.188, 3.749], [-0.705, -3.371, 3.083], [-0.517, -2.116, 3.763], [-0.468, -1.051, 4.239], [-2.954, -5.921, 3.410], [-1.260, -6.090, 2.980], [-2.413, -5.254, 1.931], [-1.450, -4.385, 4.780], [-2.659, -3.485, 3.863], [-0.977, -3.081, 2.049], [0.192, -3.974, 3.097], [5.541, -0.790, -1.686], [4.652, 0.338, -2.134], [3.920, 1.061, -0.910], [4.784, 1.630, 0.120], [5.551, 2.067, 0.855], [6.397, -0.415, -1.054], [6.034, -1.267, -2.614], [5.039, -1.570, -1.130], [3.833, -0.059, -2.709], [5.282, 1.032, -2.742], [3.209, 0.464, -0.291], [3.265, 1.838, -1.291]],
  "lowdin_charge": [0.136, -0.679, 0.170, 0.037, 0.092, 0.077, 0.093, 0.057, 0.171, -0.680, 0.175, -0.022, 0.073, 0.105, 0.092, 0.140, 0.130, -0.628, 0.171, 0.012, 0.091, 0.104, 0.029, 0.068, 0.175, -0.627, 0.137, -0.011, 0.109, 0.033, 0.102, 0.112, 0.199, -0.589, 0.127, -0.010, 0.103, 0.020, 0.014, 0.088, 0.144, -0.707, 0.153, 0.006, 0.077, 0.060, 0.124, 0.116, 0.211, -0.614, 0.177, -0.034, 0.056, 0.049, 0.074, 0.036, -0.076, -0.260, -0.185, -0.229, 0.163, 0.061, 0.077, 0.043, 0.129, 0.066, 0.120, 0.116, -0.096, -0.232, -0.180, -0.265, 0.139, 0.052, 0.065, 0.082, 0.113, 0.090, 0.081, 0.126, -0.092, -0.250, -0.209, -0.200, 0.161, 0.067, 0.065, 0.057, 0.124, 0.104, 0.107, 0.106, -0.134, -0.224, -0.160, -0.231, 0.162, 0.085, 0.100, 0.052, 0.042, 0.128, 0.108, 0.104]
}

=====

{
  "formula": "C3HCl3O",
  "method": "ωB97M-V with the def2-TZVPD basis set",
  "homo_energy_ev": [-8.51, -9.78],
  "spin_multiplicity": 3,
  "homo_lumo_gap_ha": [0.33230, 0.28543],
  "de_lowest_kcal_mol": 8.9,
  "elements": ["C", "C", "C", "O", "Cl", "Cl", "Cl", "H"],
  "positions_angstrom": [[1.034, 0.516, -0.576], [0.660, 0.794, 0.608], [-1.803, -0.598, 0.113], [-2.871, -0.305, 0.481], [2.826, 0.454, -0.894], [1.066, 1.147, 2.127], [-1.226, -2.081, -0.522], [0.313, 0.073, -1.336]],
  "lowdin_spin": [0.071, 0.616, 0.511, 0.234, 0.108, 0.200, 0.244, 0.016]
}

=====

{
  "formula": "C24H27NO7S",
  "method": "ωB97M-V with the def2-TZVPD basis set",
  "homo_energy_ev": -7.97,
  "smiles": "CCOc1cc(/C=C/C(=O)OCC(=O)N[C@@H]2CCS(=O)(=O)C2)ccc1OCc1ccccc1",
  "homo_lumo_gap_ha": 0.29422,
  "de_lowest_kcal_mol": 2.6,
  "elements": ["C", "C", "O", "C", "C", "C", "C", "C", "C", "O", "O", "C", "C", "O", "N", "C", "C", "C", "S", "O", "O", "C", "C", "C", "C", "O", "C", "C", "C", "C", "C", "C", "C", "H", "H", "H", "H", "H", "H", "H", "H", "H", "H", "H", "H", "H", "H", "H", "H", "H", "H", "H", "H", "H", "H", "H", "H", "H", "H", "H"],
  "positions_angstrom": [[-1.063, -0.928, -3.678], [-1.131, -2.326, -3.068], [0.143, -2.851, -2.758], [0.741, -2.558, -1.563], [0.251, -1.623, -0.668], [0.901, -1.323, 0.534], [0.402, -0.333, 1.454], [-0.748, 0.358, 1.375], [-1.072, 1.362, 2.372], [-0.400, 1.634, 3.353], [-2.245, 1.963, 2.107], [-2.745, 2.921, 3.031], [-2.136, 4.319, 2.823], [-2.812, 5.272, 2.499], [-0.815, 4.324, 3.062], [0.148, 5.381, 2.814], [-0.290, 6.333, 1.687], [-0.343, 5.537, 0.399], [0.937, 4.252, 0.623], [2.034, 4.458, -0.283], [0.334, 2.946, 0.626], [1.424, 4.721, 2.327], [2.087, -1.998, 0.826], [2.576, -2.945, -0.044], [1.927, -3.254, -1.239], [2.553, -4.208, -1.974], [1.947, -4.809, -3.100], [0.647, -5.517, -2.810], [-0.252, -5.755, -3.842], [-1.448, -6.401, -3.594], [-1.762, -6.813, -2.309], [-0.868, -6.584, -1.278], [0.334, -5.945, -1.528], [-0.448, -0.949, -4.574], [-2.063, -0.598, -3.944], [-0.628, -0.214, -2.984], [-1.780, -2.343, -2.185], [-1.538, -3.030, -3.801], [-0.650, -1.084, -0.902], [1.033, -0.128, 2.310], [-1.463, 0.254, 0.577], [-2.546, 2.588, 4.057], [-3.820, 2.976, 2.851], [-0.417, 3.430, 3.352], [0.309, 5.951, 3.740], [-1.265, 6.761, 1.921], [0.446, 7.134, 1.615], [-0.093, 6.115, -0.483], [-1.293, 5.028, 0.267], [1.693, 3.825, 2.876], [2.262, 5.407, 2.260], [2.617, -1.783, 1.741], [3.486, -3.483, 0.174], [1.801, -4.077, -3.902], [2.694, -5.541, -3.433], [-0.011, -5.426, -4.843], [-2.141, -6.581, -4.403], [-2.700, -7.312, -2.114], [-1.105, -6.906, -0.274], [1.030, -5.774, -0.720]],
  "lowdin_charge": [-0.054, -0.232, -0.076, -0.163, 0.053, -0.210, 0.000, 0.001, -0.505, 0.062, 0.023, -0.051, -0.448, 0.070, 0.110, -0.328, -0.171, -0.181, 0.707, -0.320, -0.296, -0.143, -0.028, 0.008, -0.195, -0.022, -0.132, -0.207, -0.053, -0.087, -0.095, -0.074, -0.025, 0.080, 0.079, 0.070, 0.124, 0.121, 0.100, 0.126, 0.117, 0.140, 0.138, 0.099, 0.156, 0.110, 0.125, 0.104, 0.102, 0.112, 0.111, 0.114, 0.123, 0.131, 0.142, 0.117, 0.102, 0.099, 0.103, 0.120]
}

=====

{
  "formula": "C2H3NO3S",
  "method": "ωB97M-V with the def2-TZVPD basis set",
  "homo_energy_ev": [-6.90, -6.90],
  "homo_lumo_gap_ha": [0.24721, 0.24711],
  "de_lowest_kcal_mol": 106.5,
  "elements": ["C", "C", "N", "O", "O", "O", "S", "H", "H", "H"],
  "positions_angstrom": [[-0.589, -1.335, 0.075], [1.582, -0.374, 0.094], [1.968, 0.877, -0.068], [-1.828, -1.078, -0.003], [-2.119, 1.558, 0.026], [0.219, -0.326, 0.148], [-2.857, 0.322, 0.077], [-0.413, -2.368, -0.177], [1.148, 1.605, -0.115], [2.889, 1.120, -0.056]],
  "lowdin_charge": [-0.238, -0.105, 0.114, -0.323, -0.647, -0.032, 0.837, 0.161, 0.178, 0.055]
}

=====

{
  "formula": "C11H17CeCl2F3O2",
  "method": "ωB97M-V with the def2-TZVPD basis set",
  "total_charge": -2,
  "homo_energy_ev": [-0.02, -0.05],
  "homo_lumo_gap_ha": [0.16281, 0.16371],
  "elements": ["C", "C", "C", "C", "C", "C", "C", "C", "C", "C", "Ce", "Cl", "Cl", "O", "H", "H", "H", "H", "H", "H", "H", "H", "H", "H", "H", "H", "H", "H", "H", "H", "O", "H", "F", "C", "F", "F"],
  "positions_angstrom": [[0.262, -1.267, -1.269], [1.114, -0.107, -1.346], [0.288, 1.045, -1.359], [2.602, -0.094, -1.478], [-1.058, 0.629, -1.284], [-1.088, -0.801, -1.230], [-2.308, -1.615, -1.000], [0.712, -2.672, -1.092], [0.771, 2.464, -1.422], [-2.253, 1.527, -1.254], [0.034, -0.233, 1.010], [4.443, 1.694, 1.398], [2.303, -1.053, 1.919], [-1.203, 1.326, 1.786], [3.045, -1.039, -1.162], [3.062, 0.672, -0.833], [2.894, 0.105, -2.512], [1.716, 2.602, -0.892], [0.041, 3.156, -1.003], [0.925, 2.737, -2.465], [-2.052, 2.450, -0.692], [-3.118, 1.042, -0.800], [-2.520, 1.820, -2.274], [-3.067, -1.061, -0.431], [-2.097, -2.515, -0.420], [-2.765, -1.909, -1.951], [1.655, -2.737, -0.537], [0.869, -3.154, -2.061], [-0.016, -3.262, -0.527], [-2.141, 1.420, 2.077], [-1.049, -1.854, 1.812], [-1.740, -2.153, 2.439], [-0.799, 0.540, 5.002], [0.405, 0.600, 4.362], [0.857, 1.889, 4.444], [1.276, -0.191, 5.049]],
  "lowdin_charge": [-0.334, -0.318, -0.285, -0.057, -0.294, -0.314, -0.055, -0.048, -0.010, -0.046, 0.764, -0.772, 0.070, -0.392, 0.067, 0.015, 0.078, 0.084, 0.074, 0.078, 0.074, 0.067, 0.076, 0.079, 0.066, 0.078, 0.069, 0.079, 0.077, 0.029, -0.389, 0.032, -0.035, -0.555, -0.020, -0.033]
}